Record 1
DFT (wB97M-V/def2-TZVPD) results for a structure of composition C41H42N12O2STi at a distorted geometry.

Output
Multiplicity: 1
HOMO (eV): -16.4
Total charge: +4
Kohn-Sham gap (eV): 4.31

Positions of all 99 atoms, in Å:
Ti 1.57 -1.34 -0.24
N 0.47 -2.59 3.57
C 0.54 -1.63 4.57
C -0.21 -1.84 5.76
C -0.21 -0.86 6.75
C 0.56 0.31 6.57
C 1.29 0.48 5.40
C 1.26 -0.44 4.36
S 2.22 -0.21 2.94
N 1.46 -1.31 1.78
C 0.88 -2.42 2.26
C 0.59 -3.56 1.34
C -0.07 -4.77 1.68
C -0.04 -5.83 0.79
C 0.60 -5.66 -0.49
C 1.14 -4.44 -0.82
N 1.12 -3.41 0.08
H 0.03 -3.50 3.79
H -0.78 -2.80 5.85
H -0.81 -0.98 7.65
H 0.65 1.09 7.34
H 1.93 1.36 5.31
H -0.56 -4.84 2.65
H -0.46 -6.79 1.08
H 0.59 -6.47 -1.22
H 1.70 -4.24 -1.76
C 4.41 -2.13 -5.06
N 3.26 -1.61 -4.35
C 2.20 -1.17 -5.21
C 3.09 -1.83 -3.05
N 2.00 -1.58 -2.32
N 4.22 -2.36 -2.44
C 4.44 -2.45 -1.07
N 5.53 -3.21 -0.81
N 3.69 -1.77 -0.25
H 4.21 -1.92 -6.12
H 4.52 -3.22 -4.90
H 5.32 -1.60 -4.74
H 2.63 -0.71 -6.08
H 1.56 -0.42 -4.71
H 1.57 -2.03 -5.55
H 1.23 -1.18 -2.86
H 4.92 -2.83 -3.03
H 6.08 -3.57 -1.57
H 6.00 -3.19 0.08
H 3.96 -1.82 0.73
C 3.62 2.39 -0.77
C 3.09 1.12 -0.94
N 1.95 0.72 -0.34
C 1.29 1.60 0.48
C 1.94 2.75 0.94
C 3.12 3.18 0.24
C 1.57 3.67 2.01
C 0.39 3.95 2.68
C -0.93 3.39 2.74
C -1.87 4.00 3.62
C -3.14 3.40 3.74
N -3.53 2.42 2.96
C -2.60 1.96 2.12
N -1.32 2.33 1.99
H 4.49 2.73 -1.35
H 3.57 0.42 -1.63
H 0.29 1.36 0.87
H 3.55 4.07 0.67
H 2.38 4.29 2.38
H 0.50 4.85 3.32
H -1.64 4.92 4.13
H -3.88 3.84 4.44
H -2.91 1.11 1.55
C -1.55 4.70 -0.88
O -2.44 3.58 -0.87
C -3.55 3.71 -1.66
C -4.03 4.93 -2.13
C -5.21 4.94 -2.87
C -5.92 3.78 -3.23
C -5.50 2.58 -2.66
C -4.32 2.54 -1.91
N -3.95 1.31 -1.35
C -2.71 0.78 -1.11
C -2.61 -0.60 -0.93
C -3.76 -1.39 -0.66
C -3.85 -2.65 -1.22
C -2.71 -3.28 -1.74
C -1.46 -2.63 -1.74
C -1.35 -1.32 -1.20
O -0.23 -0.68 -0.83
H -0.61 4.39 -0.33
H -2.02 5.52 -0.32
H -1.25 5.03 -1.92
H -3.49 5.87 -2.01
H -5.63 5.89 -3.20
H -6.73 3.82 -3.96
H -5.96 1.62 -2.90
H -4.70 0.62 -1.31
H -1.86 1.47 -1.13
H -4.60 -1.06 -0.07
H -4.82 -3.17 -1.12
H -2.77 -4.30 -2.17
H -0.61 -3.18 -2.10

Let us look at the Mulliken charges, expressed in e, one per atom: -1.502 0.078 0.318 -0.680 -0.719 -0.724 -0.658 0.885 -0.217 0.473 0.470 0.922 -0.913 -0.776 -0.962 -0.055 1.110 0.119 0.365 0.442 0.440 0.438 0.499 0.518 0.506 0.254 -1.069 0.104 -1.014 0.350 0.055 0.036 0.407 -0.396 0.283 0.321 0.425 0.389 0.401 0.326 0.372 -0.167 0.260 0.176 0.261 0.147 -1.293 0.006 1.484 -0.915 1.078 -0.840 -0.840 -1.032 0.898 -0.893 -0.449 -0.531 -0.581 0.215 0.490 0.209 1.191 0.564 0.389 0.396 0.490 0.444 0.666 -0.783 -0.013 1.121 -0.747 -0.586 -0.861 -0.678 0.370 0.256 -0.638 0.286 -0.803 -1.257 -0.714 -0.492 1.122 -0.481 -0.124 0.402 0.475 0.431 0.407 0.416 0.375 0.322 0.557 0.696 0.421 0.465 0.607


Record 2
DFT (wB97M-V/def2-TZVPD) results for an isolated molecule of C19H24O7 at a distorted geometry.

Output
Multiplicity: 1
HOMO (eV): -9.6
Structure (SMILES): CC1(C)O[C@@H]2O[C@H](COC(=O)c3ccccc3)[C@H]3OC(C)(C)O[C@H]3[C@@H]2O1
Kohn-Sham gap (eV): 10.24

Positions of all 50 atoms, in Å:
C -3.82 -0.66 2.30
C -4.22 -0.48 0.84
C -5.68 -0.86 0.62
O -3.36 -1.25 0.02
C -3.06 -0.48 -1.12
O -1.96 -0.93 -1.80
C -0.67 -0.58 -1.32
C 0.20 -1.85 -1.34
O 1.56 -1.50 -1.15
C 2.03 -1.52 0.11
O 1.44 -2.01 1.04
C 3.38 -0.91 0.21
C 4.02 -0.92 1.44
C 5.26 -0.33 1.58
C 5.86 0.28 0.49
C 5.22 0.30 -0.74
C 3.98 -0.29 -0.88
C -0.65 0.08 0.07
O 0.58 0.75 0.25
C 0.39 2.13 -0.07
C 1.30 2.54 -1.23
C 0.71 2.97 1.17
O -0.96 2.28 -0.46
C -1.67 1.22 0.15
C -3.02 0.94 -0.52
O -4.05 0.89 0.43
H -3.98 -1.70 2.59
H -4.42 -0.01 2.92
H -2.77 -0.42 2.44
H -5.83 -1.90 0.91
H -6.31 -0.21 1.22
H -5.95 -0.74 -0.43
H -3.89 -0.56 -1.85
H -0.24 0.14 -2.03
H 0.12 -2.33 -2.31
H -0.13 -2.54 -0.55
H 3.53 -1.40 2.28
H 5.76 -0.34 2.54
H 6.83 0.75 0.60
H 5.70 0.78 -1.59
H 3.48 -0.28 -1.84
H -0.76 -0.67 0.86
H 2.33 2.34 -0.96
H 1.17 3.60 -1.44
H 1.04 1.97 -2.12
H 1.74 2.78 1.47
H 0.57 4.02 0.96
H 0.06 2.68 1.99
H -1.87 1.47 1.20
H -3.24 1.73 -1.24

Let us look at the natural (NBO) charges, expressed in e, one per atom: -0.639 0.533 -0.644 -0.546 0.365 -0.505 0.055 -0.087 -0.516 0.798 -0.604 -0.108 -0.169 -0.223 -0.189 -0.226 -0.181 0.042 -0.549 0.539 -0.638 -0.647 -0.533 0.051 0.038 -0.532 0.221 0.220 0.215 0.217 0.219 0.215 0.165 0.182 0.201 0.212 0.234 0.216 0.214 0.215 0.230 0.227 0.223 0.218 0.215 0.222 0.215 0.215 0.190 0.216


Record 3
DFT (wB97M-V/def2-TZVPD) results for a cluster of 9 separate species, C9H24Cl6N6O12 in total at a distorted geometry.

Output
Multiplicity: 1
HOMO (eV): -10.4
Structure (SMILES): C[N+](=O)[O-].C[N+](=O)[O-].C[N+](=O)[O-].C[N+](=O)[O-].C[N+](=O)[O-].C[N+](=O)[O-].ClCCl.ClCCl.ClCCl
Kohn-Sham gap (eV): 9.71

Positions of all 57 atoms, in Å:
C -2.50 5.20 3.12
N -2.07 4.02 2.28
O -1.00 3.47 2.59
O -2.89 3.67 1.43
H -3.40 5.67 2.74
H -1.71 5.95 3.16
H -2.73 4.71 4.07
C -1.03 0.84 0.02
N 0.21 0.15 0.48
O 0.05 -0.66 1.39
O 1.26 0.42 -0.14
H -1.15 0.69 -1.05
H -0.87 1.90 0.20
H -1.88 0.51 0.61
C -2.60 -2.82 1.15
N -2.31 -3.47 -0.14
O -3.13 -3.34 -1.02
O -1.30 -4.16 -0.25
H -3.07 -3.56 1.80
H -3.33 -2.02 1.06
H -1.65 -2.54 1.60
C -0.06 -3.16 -3.62
N 0.62 -2.05 -2.85
O 1.69 -2.30 -2.26
O 0.01 -0.99 -2.63
H 0.62 -3.63 -4.34
H -0.91 -2.71 -4.14
H -0.43 -3.86 -2.87
C 1.95 3.12 1.82
N 3.37 3.00 1.49
O 3.99 4.06 1.45
O 3.83 1.92 1.15
H 1.58 2.12 2.07
H 1.55 3.54 0.89
H 1.75 3.80 2.64
C 1.78 -3.25 1.49
N 0.75 -4.11 2.18
O -0.07 -3.58 2.92
O 0.72 -5.30 1.98
H 1.33 -2.96 0.54
H 2.68 -3.84 1.34
H 1.99 -2.36 2.09
Cl 3.98 -0.28 -2.59
C 4.10 -1.06 -1.01
Cl 4.71 -2.71 -1.14
H 4.83 -0.51 -0.40
H 3.12 -1.03 -0.53
Cl 2.62 4.84 -1.90
C 2.40 3.08 -2.16
Cl 0.67 2.84 -2.67
H 3.02 2.84 -3.02
H 2.59 2.54 -1.23
Cl -3.63 -0.67 -3.24
C -4.86 -0.62 -1.94
Cl -4.39 0.62 -0.70
H -5.81 -0.34 -2.41
H -4.97 -1.61 -1.50

Let us look at the natural (NBO) charges, expressed in e, one per atom: -0.483 0.528 -0.395 -0.357 0.237 0.238 0.239 -0.492 0.529 -0.390 -0.386 0.261 0.241 0.230 -0.504 0.535 -0.386 -0.395 0.246 0.230 0.268 -0.480 0.519 -0.385 -0.386 0.237 0.233 0.259 -0.483 0.521 -0.372 -0.385 0.232 0.242 0.242 -0.486 0.538 -0.416 -0.359 0.248 0.236 0.240 -0.034 -0.398 -0.035 0.228 0.243 -0.052 -0.353 -0.061 0.234 0.232 -0.026 -0.368 -0.059 0.222 0.237


Record 4
DFT (wB97M-V/def2-TZVPD) results for a cluster of 6 separate species, CH14O5S in total at a distorted geometry.

Output
Multiplicity: 1
HOMO (eV): -8.7
Structure (SMILES): CS.O.O.O.O.O
Kohn-Sham gap (eV): 9.18

Positions of all 21 atoms, in Å:
C 2.76 -2.87 1.04
S 1.81 -3.32 -0.45
H 2.51 -3.44 1.90
H 2.39 -1.88 1.39
H 3.81 -2.88 0.79
H 0.63 -2.69 -0.26
O -2.22 5.05 1.14
H -1.54 5.25 0.56
H -2.76 5.76 0.88
O 2.09 0.46 -1.17
H 2.52 -0.20 -0.58
H 2.52 0.30 -1.96
O -0.96 -1.37 0.77
H -1.06 -1.49 1.74
H -1.52 -0.64 0.55
O -3.51 -1.69 -1.45
H -3.51 -0.86 -1.00
H -4.23 -1.80 -2.05
O -0.12 2.50 -0.88
H -0.21 3.46 -0.72
H 0.61 2.34 -0.24

Let us look at the natural (NBO) charges, expressed in e, one per atom: -0.729 -0.095 0.212 0.215 0.225 0.170 -0.909 0.451 0.458 -0.935 0.468 0.465 -0.940 0.471 0.475 -0.946 0.471 0.476 -0.923 0.448 0.474


Record 5
DFT (wB97M-V/def2-TZVPD) results for a cluster of 3 separate species, C32H49N2O8S2Si in total at a distorted geometry.

Output
Multiplicity: 1
HOMO (eV): -11.1
Total charge: +1
Kohn-Sham gap (eV): 7.23

Positions of all 94 atoms, in Å:
C -5.79 -3.50 -5.32
C -5.02 -2.40 -4.67
O -5.49 -1.56 -4.01
O -3.68 -2.35 -4.89
C -2.88 -3.42 -4.37
C -2.03 -2.79 -3.27
C -0.88 -1.92 -3.79
C -0.59 -0.75 -2.83
C 0.79 -0.13 -3.03
N 1.56 0.12 -1.76
C 2.35 -1.06 -1.25
C 1.55 -2.15 -0.56
C 1.15 -1.90 0.91
S 2.53 -1.31 1.92
C 1.86 0.03 2.86
S 2.85 0.74 3.93
N 0.53 0.38 2.58
C 0.25 1.83 2.70
C -1.22 2.12 2.39
O -2.10 1.30 3.12
C -1.83 -0.06 2.84
C -0.45 -0.42 3.35
C 0.75 0.79 -0.70
C 0.29 2.17 -1.19
O 1.37 2.74 -1.92
Si 1.58 4.42 -1.93
C 2.51 4.86 -3.48
C 2.63 4.86 -0.44
C -0.06 5.31 -1.90
H -5.97 -3.23 -6.36
H -5.25 -4.45 -5.30
H -6.75 -3.61 -4.81
H -2.29 -3.87 -5.17
H -3.51 -4.21 -3.94
H -1.64 -3.58 -2.60
H -2.72 -2.18 -2.68
H 0.01 -2.54 -3.96
H -1.17 -1.50 -4.76
H -0.73 -1.11 -1.80
H -1.37 0.00 -3.00
H 1.41 -0.75 -3.68
H 0.71 0.85 -3.51
H 2.25 0.85 -1.99
H 2.86 -1.48 -2.12
H 3.12 -0.64 -0.59
H 0.63 -2.38 -1.11
H 2.16 -3.05 -0.61
H 0.78 -2.84 1.34
H 0.33 -1.19 1.00
H 0.51 2.21 3.69
H 0.86 2.34 1.95
H -1.45 3.15 2.66
H -1.41 2.01 1.31
H -2.61 -0.68 3.28
H -1.84 -0.20 1.74
H -0.36 -0.18 4.42
H -0.25 -1.48 3.20
H -0.07 0.17 -0.38
H 1.42 0.93 0.16
H 0.04 2.76 -0.31
H -0.61 2.10 -1.80
H 3.11 5.75 -3.27
H 1.85 5.06 -4.33
H 3.22 4.07 -3.77
H 3.67 4.60 -0.65
H 2.57 5.93 -0.25
H 2.30 4.32 0.45
H 0.16 6.38 -1.87
H -0.63 5.10 -2.81
H -0.67 5.07 -1.03
C 7.43 -2.50 5.98
C 7.24 -2.43 7.29
C 5.94 -1.98 7.86
O 5.77 -1.91 9.06
C 4.86 -1.61 6.91
C 5.06 -1.68 5.59
C 6.35 -2.13 5.02
O 6.52 -2.20 3.82
H 8.36 -2.82 5.54
H 8.01 -2.69 8.01
H 3.93 -1.29 7.35
H 4.29 -1.42 4.88
C -5.47 -0.33 -1.22
C -4.15 -0.42 -1.06
C -3.50 -0.09 0.22
O -2.29 -0.20 0.36
C -4.36 0.37 1.33
C -5.68 0.47 1.18
C -6.34 0.13 -0.11
O -7.54 0.20 -0.23
H -5.94 -0.59 -2.16
H -3.51 -0.74 -1.87
H -3.86 0.60 2.27
H -6.33 0.80 1.98

Let us look at the Mulliken charges, expressed in e, one per atom: -0.963 0.575 -0.514 -0.322 -0.958 0.216 -1.007 0.231 -1.107 0.324 -0.700 -0.766 1.130 -0.277 -0.020 -0.162 0.524 -0.776 -0.184 -0.537 -0.225 -1.108 0.419 -1.440 -0.367 0.275 -1.177 -0.963 -1.033 0.287 0.384 0.333 0.334 0.491 0.496 -0.519 0.447 0.455 -0.175 0.625 0.705 0.182 0.347 0.495 0.531 0.017 0.456 0.769 -1.393 0.572 0.153 0.508 -0.065 0.753 0.099 0.345 0.548 -0.120 0.189 0.678 0.270 0.336 0.324 0.327 0.286 0.402 0.236 0.408 0.327 0.299 -0.392 -0.381 0.316 -0.532 -0.330 0.130 0.247 -0.557 0.416 0.414 0.423 0.241 -0.576 -0.175 0.729 -0.431 -0.688 -0.769 0.005 -0.515 0.785 0.288 0.594 0.529